Entry 1:
Below is C28H32N5S3Si2W as an isolated structure in a non-equilibrium geometry, with properties calculated with wB97M-V/def2-TZVPD.

CARTESIAN COORDINATES (ANGSTROEM)
W -0.42621 0.39139 -0.21947
C -1.21757 -0.37881 2.96330
Si 0.26662 -0.91343 1.95483
C 1.87642 -0.49635 2.77725
C 0.19886 -2.74368 1.71140
C 0.80919 -3.62156 2.61683
C 0.69507 -4.99215 2.45210
C -0.03081 -5.50072 1.37948
C -0.64189 -4.63645 0.48422
C -0.53289 -3.24798 0.64335
Si -1.36580 -2.07980 -0.54710
C -0.91007 -2.62537 -2.27883
C -3.19797 -2.27668 -0.28753
H -1.38758 -1.16029 3.71077
H -2.13948 -0.29944 2.38120
H -1.04597 0.57279 3.46780
H 1.72536 -0.47967 3.86093
H 2.27551 0.47166 2.48485
H 2.61961 -1.26506 2.55476
H 1.37910 -3.24248 3.45942
H 1.17005 -5.66577 3.15394
H -0.12088 -6.57161 1.24774
H -1.20635 -5.05666 -0.34326
H -1.73346 -3.22408 -2.67842
H -0.02072 -3.25788 -2.24376
H -0.73123 -1.80939 -2.97505
H -3.40889 -3.34982 -0.33087
H -3.79583 -1.78476 -1.05431
H -3.52428 -1.91956 0.69182
S -2.68354 0.71326 -0.85270
C -2.13227 2.19256 -1.62836
C -2.88461 3.36537 -1.49002
C -2.43708 4.55395 -2.02728
C -3.18645 5.75774 -1.76325
N -3.75531 6.71974 -1.49852
C -1.22720 4.59367 -2.74465
C -0.48257 3.44364 -2.89693
C -0.91984 2.23612 -2.33734
S 0.12256 0.83305 -2.43609
C -0.74147 5.83520 -3.29265
N -0.35473 6.82647 -3.72371
H -3.81698 3.34966 -0.94195
H 0.46130 3.48431 -3.42312
C 3.29731 -2.65119 -2.73509
C 3.34791 -2.35879 -1.22995
C 4.60603 -1.55963 -0.86733
C 3.25697 -3.65533 -0.41696
C 2.17411 -1.52115 -0.88355
N 1.26072 -0.87600 -0.62805
H 4.15862 -3.26878 -2.99010
H 3.34544 -1.73347 -3.32127
H 2.39222 -3.19554 -3.00472
H 5.47607 -2.17713 -1.09204
H 4.62807 -1.30877 0.19380
H 4.67503 -0.64055 -1.44925
H 4.09867 -4.28928 -0.69902
H 2.32935 -4.19244 -0.61662
H 3.31261 -3.45952 0.65160
C -0.98481 6.17644 1.65908
C -0.94155 4.69226 1.51412
C -2.06528 3.90230 1.86027
C -2.01674 2.56778 1.60775
N -0.88154 2.02138 1.10487
C 0.16618 2.82702 0.88306
S 1.49081 1.89926 0.31597
N 0.16940 4.15240 1.02645
H -1.37450 6.46073 2.63715
H -1.66550 6.59383 0.91112
H 0.00459 6.60005 1.51475
H -2.95343 4.35130 2.28136
H -2.84644 1.90168 1.79176

## Properties
LUMO ... -4.5146 eV
Maximum force ... 1.10 eV Å⁻¹
Energy relative to the best compared isomer or geometry (same formula, charge and spin) ... 0.0 kJ/mol
E_tot ... -87089.2191 eV
Orbital gap ... 6.959 eV
Charge ... +1

=====

Entry 2:
Below is C28H33B2F4N10STa as an isolated structure, with properties calculated with wB97M-V/def2-TZVPD.

CARTESIAN COORDINATES (ANGSTROEM)
Ta 0.10713 -0.05484 -0.18247
C -0.26981 -2.17152 -3.55704
C -0.83854 -2.47052 -2.21879
C -1.74385 -3.45630 -1.87374
C -1.87536 -3.42197 -0.49202
C -2.69872 -4.30582 0.37308
N -1.07855 -2.45115 -0.00009
N -0.46866 -1.81910 -1.09206
B -0.36582 -2.55977 1.44136
N 1.14031 -2.51110 1.16968
N 1.68468 -1.45678 0.47096
C 3.01371 -1.71435 0.36363
C 4.01882 -0.88942 -0.36544
C 3.29566 -2.90636 1.00959
C 2.09388 -3.38852 1.50423
C 1.82413 -4.63728 2.26654
N -0.71121 -1.36340 2.32693
N -0.27954 -0.12606 1.92215
C -0.67904 0.77131 2.84702
C -0.41524 2.22812 2.70559
C -1.34354 0.09489 3.85605
C -1.36308 -1.24649 3.49012
C -1.96838 -2.40808 4.19616
H -1.04932 -1.85922 -4.25129
H 0.18524 -3.08183 -3.94945
H 0.49489 -1.39992 -3.50724
H -2.23564 -4.13859 -2.54609
H -3.39517 -4.87080 -0.24123
H -3.26301 -3.71988 1.09795
H -2.07352 -5.01290 0.91872
H -0.69866 -3.57418 1.95102
H 3.68044 -0.62166 -1.36522
H 4.93290 -1.47159 -0.45952
H 4.25844 0.02925 0.17024
H 4.26080 -3.37519 1.09220
H 2.75557 -5.17243 2.43088
H 1.14376 -5.29193 1.72168
H 1.37834 -4.41714 3.23631
H 0.39535 2.42195 2.00323
H -0.14807 2.65613 3.67010
H -1.31202 2.73533 2.34826
H -1.76697 0.52302 4.74806
H -2.40578 -2.07877 5.13492
H -1.22279 -3.17241 4.41307
H -2.75557 -2.86253 3.59396
S 1.90697 1.41471 -0.40940
C 1.48744 2.34572 -1.85143
N 2.04334 3.43033 -2.33701
N 3.01978 4.07504 -1.83552
C 3.77312 3.76013 -0.64534
C 3.36839 4.29053 0.56962
C 4.09748 3.97406 1.70648
C 5.21367 3.15317 1.61112
C 5.61793 2.65076 0.38083
C 4.89538 2.95361 -0.76374
N 0.44160 1.93066 -2.60077
N -0.20740 0.92551 -2.20511
C -1.33394 0.63598 -3.07941
C -1.22058 0.93080 -4.43492
C -2.27582 0.64393 -5.28248
C -3.43986 0.07075 -4.78459
C -3.54576 -0.21121 -3.43180
C -2.49237 0.06700 -2.57192
H 3.27292 4.89496 -2.37385
H 2.50314 4.93870 0.62095
H 3.80428 4.38336 2.66358
H 5.78723 2.92281 2.49879
H 6.50625 2.03739 0.30967
H 5.19807 2.58324 -1.73497
H -0.31200 1.37188 -4.81845
H -2.18803 0.86856 -6.33663
H -4.26398 -0.14763 -5.44971
H -4.45713 -0.63587 -3.03312
H -2.61030 -0.14601 -1.52172
F -1.42856 1.06577 0.02407
B -3.80477 0.70486 0.85132
F -3.45555 -0.57634 0.93721
F -3.62425 1.49571 1.88376
F -4.36351 1.14209 -0.25034

## Properties
LUMO ... -7.4082 eV
Maximum force ... 0.18 eV Å⁻¹
Energy relative to the best compared isomer or geometry (same formula, charge and spin) ... 0.0 kJ/mol
E_tot ... -69078.1405 eV
Orbital gap ... 6.410 eV
Charge ... +2

=====

Entry 3:
Below is C28H33BCoF2IN2OSi as an isolated structure in a non-equilibrium geometry, with properties calculated with wB97M-V/def2-TZVPD.

CARTESIAN COORDINATES (ANGSTROEM)
Co 0.47335 -2.40398 0.33043
I 1.21937 -3.17400 -2.15461
C 2.77393 -1.76603 -2.22421
C 3.34212 -1.52797 -3.45846
C 4.12893 -0.38469 -3.63039
C 4.22671 0.52498 -2.60805
C 3.63400 0.28916 -1.34320
C 3.62479 1.29735 -0.34726
C 3.00178 1.06427 0.86826
C 2.51572 -0.19425 1.17681
C 2.55825 -1.27969 0.26480
C 2.98539 -0.96058 -1.08763
H 3.13140 -2.18054 -4.29563
H 4.58664 -0.18859 -4.59279
H 4.74570 1.46487 -2.75898
H 4.07045 2.25745 -0.57952
H 2.93583 1.85181 1.61116
H 2.15375 -0.37572 2.18159
N -0.03201 -4.58161 0.64145
C -0.44938 -4.73338 2.03957
C -1.10891 -3.44387 2.51994
N -0.16257 -2.35530 2.34442
H -0.73668 -4.90501 -0.00862
H 0.84537 -5.04547 0.43989
H 0.44496 -4.91347 2.63929
H -1.12467 -5.58154 2.19019
H -1.45696 -3.56825 3.55235
H -1.98300 -3.22588 1.89990
H 0.60330 -2.37045 3.00539
H -0.59945 -1.44287 2.26140
C -3.96638 -0.31663 -0.58518
C -3.30769 0.69477 0.35827
C -3.97194 2.06053 0.18428
C -3.51701 0.22962 1.80387
Si -1.41926 0.66911 0.01532
O -0.88505 -0.80032 0.27633
C -1.06713 1.33079 -1.72757
C -1.57788 2.49969 -2.30190
C -1.20678 2.90643 -3.57667
C -0.30253 2.15215 -4.31173
C 0.22406 0.99183 -3.76293
C -0.16082 0.59335 -2.48954
C -0.62871 1.93652 1.20467
C -0.35931 3.25855 0.84364
C 0.24686 4.14917 1.72186
C 0.60475 3.73517 2.99653
C 0.35047 2.42590 3.38238
C -0.25647 1.54852 2.49462
H -5.04021 -0.40488 -0.37130
H -3.50924 -1.30243 -0.47440
H -3.85624 -0.01343 -1.63014
H -5.01808 2.01861 0.51606
H -3.97888 2.37420 -0.86137
H -3.46997 2.83400 0.77291
H -4.58853 0.14408 2.02836
H -3.08311 0.93474 2.51801
H -3.05698 -0.74836 1.96925
H -2.27308 3.12137 -1.74835
H -1.62022 3.81814 -3.99349
H -0.00555 2.47223 -5.30377
H 0.94515 0.40150 -4.31217
H 0.25072 -0.30789 -2.05956
H -0.59733 3.59769 -0.15712
H 0.45302 5.16470 1.40387
H 1.08669 4.42322 3.68097
H 0.63661 2.08533 4.37091
H -0.43027 0.52653 2.81300
F 3.04265 -3.81776 0.28890
B 2.40417 -2.71765 0.87257
F 2.56136 -2.81585 2.27311

## Properties
2S+1 ... 2
LUMO (spin up / spin down) ... 2.3701 / 2.3630 eV
Maximum force ... 1.21 eV Å⁻¹
⟨S²⟩ ... 0.945
E_tot ... -94322.1320 eV
Orbital gap (spin up / spin down) ... 4.647 / 5.271 eV
Charge ... -1